# 1
The following is a quantum chemistry calculation of a structure of composition C55H50N7O5PbSe, from the OMol25 dataset.

ORCA input file:
```
! RIJCOSX wB97M-V def2-TZVPD def2/J DEFGRID3
* xyz -1 1
Pb -1.9503 1.6089 3.3946
O -3.5830 -3.3535 6.7599
C -3.0885 -2.1557 6.3251
C -2.3317 -2.1344 5.1411
C -1.7101 -0.9222 4.7606
N -2.1106 0.2166 5.3681
C -2.9045 0.1191 6.4478
C -3.3970 -0.9653 7.0216
C -3.3506 1.9757 -0.5940
O -3.1054 2.0737 -1.7037
O -3.5167 1.9227 0.6025
C -0.8726 -1.0061 3.4990
O -0.7172 -2.1643 3.0494
O -0.3827 0.2056 3.0096
H -3.7172 -4.0244 5.9956
H -2.2487 -3.0043 4.4691
H -3.8267 -1.0942 8.0233
Se -8.4724 -2.2227 -3.1293
N -9.1157 0.1265 -3.7609
C -9.9011 0.8341 -3.2287
C -10.6774 2.0210 -2.8613
C -11.4362 2.2392 -1.7294
C -12.4925 3.1573 -1.7333
C -12.6655 3.9787 -2.9470
N -11.8146 3.9533 -3.9531
C -10.8421 3.0707 -3.8464
C -7.6724 -6.0414 -0.5306
N -7.7877 -7.3198 -0.1519
C -7.2614 -8.2364 -0.8723
C -6.3842 -8.0828 -1.9516
C -6.2235 -6.8058 -2.3444
C -6.8164 -5.7738 -1.6637
C -6.8313 -4.6392 -2.5186
N -7.5151 -3.6391 -2.7233
H -11.2766 1.7018 -0.8110
H -13.3311 3.3008 -1.0947
H -13.6363 4.5269 -3.1349
H -7.2601 -9.3070 -0.5163
H -5.7895 -8.9634 -2.2814
H -5.7228 -6.5516 -3.2455
C -1.7354 4.1305 0.7856
C -0.3867 3.3523 0.5093
C 0.1384 3.8984 -0.9039
C 0.5154 3.3356 1.7469
C 0.3769 4.0159 2.9464
C 1.4074 4.0035 3.9090
C 2.5160 3.2047 3.7499
C 2.6958 2.3303 2.7194
C 3.8529 1.3390 2.6653
C 5.0393 1.7788 1.7424
C 4.3298 0.9677 4.1022
C 1.7976 2.6290 1.6291
N 2.3511 2.5955 0.3588
C 3.0835 2.5226 -0.5561
C 5.1986 0.0464 -1.1007
N 5.1586 -1.1557 -1.0985
C 4.5826 -2.4119 -1.4332
C 4.9697 -3.0111 -2.5766
C 4.7731 -4.3726 -2.8268
C 3.7174 -5.0134 -2.0798
C 3.2316 -4.3658 -0.9061
C 3.6373 -3.0534 -0.4992
C 3.2713 -2.5028 0.8182
C 3.2591 -3.4675 2.0718
C 1.8230 -1.7354 0.8949
C 6.0648 -2.8659 -3.5928
C 5.7638 -4.2825 -4.0252
C 7.3504 -2.2520 -3.2039
C 5.7176 1.2785 -1.7234
C 7.0639 1.1547 -2.0679
C 7.7118 2.0023 -2.9672
C 6.9722 3.0164 -3.6044
C 5.6373 3.2555 -3.1583
C 4.9383 4.3908 -3.7302
C 3.8547 4.9484 -3.0957
C 3.3897 4.3202 -1.9613
C 3.8613 3.0217 -1.5841
C 4.9869 2.4541 -2.1701
H -1.4868 5.0799 1.2328
H -2.3562 3.5234 1.4384
H -2.2582 4.2988 -0.1211
H -0.6957 2.2917 0.3245
H -0.6900 4.4560 -1.4773
H 0.4746 3.0477 -1.5340
H 1.0398 4.4745 -0.8758
H -0.5143 4.5995 3.1782
H 1.3239 4.7130 4.6576
H 3.3143 3.3968 4.4454
H 3.4429 0.3673 2.3108
H 5.9275 2.0655 2.3562
H 4.8320 2.5986 1.0303
H 5.4810 0.9189 1.2185
H 3.8151 0.0635 4.4464
H 4.4849 1.7287 4.7894
H 5.2436 0.4150 3.9304
H 5.4057 -4.5093 -5.0384
H 3.1449 -5.9242 -2.4041
H 2.4028 -4.7806 -0.2468
H 3.8990 -1.6912 1.2179
H 3.4415 -4.5064 1.7575
H 2.2320 -3.5398 2.4918
H 3.9544 -3.1145 2.8127
H 1.0340 -2.4803 1.0951
H 1.7084 -1.2180 -0.0738
H 1.9160 -0.9850 1.6623
H 5.6589 -2.1130 -4.2890
H -6.0979 6.4697 0.0168
H -5.8735 7.1012 0.4645
H 6.5012 -4.9642 -3.8081
H 7.9941 -1.9561 -4.0544
H 7.9602 -2.9767 -2.6751
H 7.1012 -1.4619 -2.5209
H 7.7326 0.4504 -1.5620
H 8.7649 2.0470 -3.1016
H 7.4291 3.7459 -4.2218
H 5.4179 5.0267 -4.4724
H 3.4043 5.8656 -3.5038
H 2.6333 4.7039 -1.2769
H -8.3212 -5.3560 0.0555
*
```

**Relative energy (zero: lowest compared OMol25 entry of this formula, charge and spin)**: 924.8 kJ/mol
**Kohn-Sham gap (alpha / beta)**: 2.19 / 2.15 eV
**Energy**: -5478.91816 Ha
**HOMO (alpha / beta)**: -2.15 / -2.15 eV

***

# 2
The following is a quantum chemistry calculation of a structure of composition C55H51N2O2P2ReS3Si, from the OMol25 dataset.

ORCA input file:
```
! RIJCOSX wB97M-V def2-TZVPD def2/J DEFGRID3
* xyz 1 4
Re -0.2035 -0.1324 0.5379
C -0.0064 3.1966 -1.6628
C 0.9658 2.9416 -0.5385
N 0.6031 3.2327 0.6492
N 1.5469 3.2455 1.6452
C 1.8688 2.2346 2.3330
S 1.4640 0.5332 2.0759
S 2.8998 2.6644 3.7160
C 3.3749 1.0909 4.5077
C 4.6842 0.5193 4.0288
C 5.8812 0.9907 4.5606
C 7.0996 0.4865 4.1274
C 7.1352 -0.5066 3.1565
C 5.9461 -0.9875 2.6252
C 4.7285 -0.4767 3.0568
C 2.3109 2.3757 -0.8400
C 3.4881 3.0465 -0.5301
C 4.7208 2.4713 -0.7977
C 4.7782 1.2062 -1.3694
C 3.6099 0.5207 -1.6733
C 2.3821 1.1132 -1.4177
O 1.1804 0.4492 -1.7079
H -0.4906 4.1641 -1.5223
H -0.7870 2.4369 -1.7038
H 0.5164 3.1970 -2.6187
H 2.5533 0.3854 4.4008
H 3.4430 1.3643 5.5609
H 5.8589 1.7645 5.3218
H 8.0215 0.8642 4.5525
H 8.0843 -0.9057 2.8206
H 5.9646 -1.7691 1.8749
H 3.8026 -0.8501 2.6311
H 3.4283 4.0207 -0.0592
H 5.6317 3.0052 -0.5577
H 5.7373 0.7479 -1.5816
H 3.6480 -0.4737 -2.1051
O -2.2437 -1.1828 -2.0457
S -1.8902 -1.3286 -0.6157
C -3.4081 -1.0004 0.3056
C -4.5112 -1.8444 0.1827
C -5.7489 -1.4011 0.6084
C -5.8947 -0.1158 1.1264
C -4.7904 0.7051 1.2595
C -3.5267 0.2616 0.8666
P -2.0462 1.2935 1.1649
C -2.5853 2.8496 0.3836
C -3.1900 2.7416 -0.8699
C -3.5937 3.8775 -1.5533
C -3.3953 5.1304 -0.9875
C -2.7944 5.2419 0.2591
C -2.3826 4.1065 0.9432
C -2.0930 1.5197 2.9771
C -1.1712 2.3990 3.5504
C -1.1084 2.5639 4.9239
C -1.9634 1.8438 5.7489
C -2.8730 0.9581 5.1911
C -2.9365 0.7902 3.8126
C -1.6437 -3.0781 -0.3563
C -2.4392 -3.9584 -1.0823
C -2.3676 -5.3102 -0.8042
C -1.5221 -5.7673 0.2026
C -0.6880 -4.8852 0.8687
C -0.6976 -3.5242 0.5564
P 0.4956 -2.3138 1.2407
C 0.2732 -2.4517 3.0411
C 1.3607 -2.5529 3.9026
C 1.1598 -2.5398 5.2779
C -0.1229 -2.4242 5.7930
C -1.2120 -2.3216 4.9347
C -1.0154 -2.3313 3.5633
C 2.1618 -2.9426 0.9074
C 3.0847 -2.0587 0.3601
C 4.3915 -2.4649 0.1170
C 4.7834 -3.7577 0.4232
C 3.8702 -4.6453 0.9824
C 2.5696 -4.2413 1.2277
H -4.4163 -2.8313 -0.2429
H -6.6088 -2.0532 0.5194
H -6.8717 0.2395 1.4299
H -4.8980 1.6988 1.6795
H -3.3455 1.7668 -1.3219
H -4.0639 3.7833 -2.5239
H -3.7122 6.0201 -1.5176
H -2.6385 6.2168 0.7031
H -1.9120 4.2151 1.9084
H -0.4889 2.9596 2.9272
H -0.3830 3.2504 5.3429
H -1.9179 1.9713 6.8233
H -3.5423 0.3920 5.8274
H -3.6446 0.0784 3.4079
H -3.0811 -3.5811 -1.8682
H -2.9837 -6.0071 -1.3579
H -1.4960 -6.8208 0.4504
H -0.0306 -5.2618 1.6375
H 2.3673 -2.6276 3.5080
H 2.0102 -2.6179 5.9443
H -0.2762 -2.4132 6.8649
H -2.2135 -2.2320 5.3356
H -1.8710 -2.2439 2.8993
H 2.7931 -1.0423 0.1390
H 5.0989 -1.7582 -0.3005
H 5.8006 -4.0780 0.2351
H 4.1742 -5.6532 1.2346
H 1.8914 -4.9433 1.6858
C 0.9569 -1.9659 -3.1992
Si 0.8885 -0.1265 -3.3262
C 2.2054 0.4929 -4.4765
C -0.7004 0.5726 -3.9294
H 1.1592 -2.3944 -4.1877
H 0.0199 -2.4045 -2.8380
H 1.7700 -2.2636 -2.5293
H 1.8057 0.4170 -5.4949
H 3.1346 -0.0792 -4.4382
H 2.4498 1.5443 -4.2953
H -0.8966 0.1383 -4.9177
H -0.6004 1.6508 -4.0568
H -1.5604 0.3512 -3.2949
*
```

**Relative energy (zero: lowest compared OMol25 entry of this formula, charge and spin)**: 10.6 kJ/mol
**Kohn-Sham gap (alpha / beta)**: 7.34 / 6.23 eV
**Energy**: -4631.33621 Ha
**HOMO (alpha / beta)**: -9.92 / -10.10 eV

***

Q: Look up the energy of the first one.
A: -5478.91816 Ha

***

Q: energy of number 2 (C55H51N2O2P2ReS3Si)?
A: -4631.33621 Ha